Here is a structure of composition C5H9CdO4 at a distorted geometry from the OMol25 dataset. Energies are from wB97M-V/def2-TZVPD.

The calculation puts the orbital gap (alpha / beta) at 0.2728 / 0.3376 Eh. As for the spin multiplicity: 2. As for the net charge: 0. The HOMO energy (alpha / beta) comes out at -0.25259 / -0.33081 Eh. As for the LUMO energy (alpha / beta): 0.549 / 0.185 eV.

Atoms and positions in Å:
1 Cd 0.0357 -0.9947 -0.9974
2 O 1.5524 -1.8414 -0.2075
3 O 0.2766 0.0169 -2.6802
4 O -1.3371 0.5350 -0.5125
5 O -0.5754 -0.8083 1.1048
6 C 1.5130 -1.9233 1.1753
7 C -1.2622 0.4166 0.8670
8 C 0.6898 -0.7870 1.7773
9 C -0.2761 1.1891 -2.7863
10 C -0.7623 1.8400 -1.5687
11 H 0.0532 2.1819 -0.9066
12 H -1.5757 2.5589 -1.7114
13 H 1.0697 -2.8826 1.5145
14 H 0.5395 -0.9083 2.8605
15 H -2.2716 0.3103 1.2910
16 H -0.6424 1.5184 -3.7676
17 H 2.5220 -1.8675 1.6299
18 H 1.1830 0.1813 1.5859
19 H -0.7322 1.2647 1.3318

=====

Here is the molecule C5H9Cl at a distorted geometry from the OMol25 dataset. Energies are from wB97M-V/def2-TZVPD.

The SMILES is CC/C=C(/C)Cl. The calculation puts the orbital gap at 0.3617 Eh. As for the net charge: 0. The HOMO energy comes out at -0.32834 Eh. As for the LUMO energy: 0.907 eV.

Atoms and positions in Å:
1 Cl 1.9279 -1.5913 -0.0070
2 C 0.0731 0.2667 -0.7484
3 C 1.3367 0.0325 -0.3564
4 C 2.2173 1.0744 0.3314
5 C -1.1211 -0.6603 -0.6204
6 C -1.9847 -0.4271 0.5961
7 H -1.6804 -0.4700 -1.5481
8 H 1.9038 0.8097 1.3220
9 H -2.3611 0.5045 0.8453
10 H -0.8088 -1.7153 -0.5934
11 H -1.6543 -0.8757 1.4795
12 H -2.8891 -1.0682 0.5208
13 H 1.9795 1.9953 -0.1348
14 H 3.2505 0.8696 -0.0309
15 H -0.1892 1.2552 -1.0556